Record 1
Here is a structure of composition C52H38Cl7N11O6Ti at a distorted geometry from the OMol25 dataset. Energies are from wB97M-V/def2-TZVPD.

Geometry (Å):
Ti -0.213 -0.264 -0.018
Cl 5.996 -1.045 2.818
Cl -0.620 -4.751 -0.156
Cl 4.562 -2.846 4.933
Cl -0.161 -1.787 2.478
Cl 4.319 0.343 0.555
Cl 1.451 -3.219 4.775
Cl -6.034 -4.041 -0.200
O 1.474 -0.222 0.716
O -0.164 -4.247 -5.558
O -1.903 -1.183 0.088
O -3.002 1.536 -6.152
O -3.268 4.974 -1.682
O -3.267 0.586 0.343
N -0.634 1.242 1.642
N -3.191 -3.922 1.069
N 2.045 2.188 -3.722
N -1.886 2.713 2.619
N -0.919 3.447 1.996
N 1.637 3.278 -3.036
N -5.403 5.136 -2.182
N 1.524 1.654 -1.587
N -4.652 5.307 -3.355
N -1.125 0.654 -1.698
N 0.432 -1.488 -1.535
C -1.290 -0.255 -2.678
C 3.656 -2.063 3.702
C -0.272 -2.381 -3.615
C -4.517 -4.407 -0.957
C 1.349 2.945 -1.776
C -2.208 -5.168 -2.269
C 2.275 -2.232 3.636
C -1.701 1.419 2.404
C -3.804 4.243 1.025
C -6.162 4.479 0.563
C 2.181 -0.796 1.681
C -4.289 -1.498 -0.020
C -0.377 -1.454 -2.600
C -6.449 4.032 1.840
C 0.919 -4.351 -4.658
C -3.091 -0.605 0.142
C -2.457 5.137 -5.274
C -4.833 4.573 0.156
C -2.168 -4.731 -0.960
C -1.836 1.775 -1.744
C -2.888 1.143 -3.783
C -5.889 -1.714 3.418
C -5.420 3.665 2.699
C -4.095 3.773 2.301
C -2.733 2.051 -2.762
C 1.640 -3.284 -2.515
C 4.295 -1.262 2.756
C -4.421 -3.596 3.139
C -3.777 1.440 -4.965
C -3.007 3.377 3.275
C 0.749 -3.325 -3.574
C -0.968 4.977 -3.386
C -2.249 5.139 -3.894
C -0.193 2.515 1.436
C 1.439 -2.364 -1.511
C -4.107 -3.181 1.848
C 1.499 4.578 -3.685
C -3.318 -4.329 -0.249
C -5.297 -2.867 3.930
C -2.140 -0.038 -3.731
C -5.565 -1.309 2.130
C -3.422 5.204 -3.012
C 1.960 1.243 -2.810
C -1.383 4.953 -6.127
C -4.565 -4.804 -2.287
C -4.666 -2.024 1.342
C 0.111 4.786 -4.243
C 3.561 -0.637 1.753
C 1.559 -1.597 2.636
C -3.415 -5.188 -2.951
C -4.556 4.937 -1.240
C -0.103 4.765 -5.613
H -6.952 4.744 -0.129
H -2.597 4.237 3.800
H -2.226 -0.762 -4.531
H -6.006 -0.406 1.719
H -4.351 2.349 -4.774
H 0.718 2.725 0.896
H 1.023 3.674 -1.047
H -2.466 -4.389 1.587
H -3.983 -4.516 3.512
H -2.776 4.335 0.700
H -0.818 4.994 -2.310
H -2.340 0.650 2.808
H -6.597 -1.146 4.008
H -5.087 -0.858 -0.385
H -3.463 -5.527 -3.978
H -1.541 4.954 -7.199
H -5.656 3.289 3.689
H 0.732 4.604 -6.285
H 2.472 -3.975 -2.450
H -1.684 2.474 -0.932
H -3.318 2.964 -2.744
H -5.528 -4.832 -2.781
H 1.878 -4.173 -5.154
H -0.020 -4.843 -6.299
H -3.411 2.687 4.012
H 0.969 -5.341 -4.193
H -4.105 -2.301 -0.734
H -5.542 -3.217 4.925
H 2.243 4.614 -4.475
H -7.479 3.949 2.163
H -3.460 5.274 -5.657
H -1.290 -5.491 -2.743
H 2.086 -2.316 -0.646
H 1.745 5.339 -2.946
H -2.483 2.348 -6.110
H 2.239 0.223 -3.030
H -0.955 -2.379 -4.451
H -4.481 0.625 -5.123

Output
LUMO level (alpha / beta): -3.06 / -3.18 eV
Spin multiplicity: 2
Maximum force: 2.0 eV/Å
Gap between HOMO and LUMO (alpha / beta): 0.253 / 0.249 hartree
Charge: +1
Expectation value of S²: 0.753
Energy above the lowest of the compared OMol25 structures with the same formula, charge and spin: 12.5 kJ/mol

=====

Record 2
Here is a structure of composition C52H39Cl3CuNO3S3 at a distorted geometry from the OMol25 dataset. Energies are from wB97M-V/def2-TZVPD.

Geometry (Å):
Cu 1.982 -2.434 -1.033
Cl 3.401 -4.662 -1.571
Cl 3.260 -0.648 -5.190
Cl 6.239 -5.036 -6.108
S -0.366 1.040 -3.260
S -0.967 -0.592 0.004
S 0.639 -4.196 0.964
O 2.576 -1.958 -2.693
O -1.820 -1.685 0.528
O 0.402 1.415 -4.461
N 1.237 -2.759 0.642
C -1.780 -4.331 2.258
C 0.040 -3.418 3.557
C 2.399 1.386 4.693
C 0.215 0.567 3.726
C -1.946 1.909 -3.468
C 3.365 -2.678 -3.429
C 1.925 -5.124 1.852
C -4.327 1.841 -3.664
C 3.869 -3.954 -3.095
C -3.134 1.200 -3.381
C 0.509 3.130 0.257
C 2.422 3.125 -1.260
C -2.648 -4.091 3.312
C -3.434 0.589 0.279
C -0.245 2.408 -0.721
C 4.217 -5.380 2.482
C -4.357 1.591 0.229
C -0.446 -3.989 2.392
C 1.555 0.899 3.548
C 1.591 -6.296 2.516
C -1.942 3.231 -3.873
C 3.227 -4.660 1.827
C 2.614 4.135 0.983
C 3.898 -6.558 3.140
C -0.039 3.484 1.513
C -0.832 -3.178 4.605
C 0.713 4.133 2.452
C -4.568 5.171 -0.733
C -0.558 0.131 2.660
C 4.674 -2.908 -5.505
C -1.670 2.102 -0.417
C 3.817 -2.201 -4.689
C 2.114 0.761 2.278
C 0.008 0.027 1.405
C -2.087 0.848 -0.029
C -2.631 3.156 -0.504
C 1.350 0.326 1.210
C 2.586 -7.013 3.159
C -4.347 3.180 -4.052
C -3.228 5.428 -1.081
C 1.698 2.430 -2.180
C -2.175 -3.508 4.478
C 5.138 -4.150 -5.100
C -5.660 3.843 -4.369
C -2.283 4.449 -0.962
C 4.735 -4.681 -3.893
C -3.140 3.863 -4.161
C -4.935 3.933 -0.288
C 0.363 2.063 -1.918
C 2.058 4.458 2.188
C -3.985 2.892 -0.175
C 1.858 3.470 -0.011
H 3.648 4.380 0.772
H 3.444 3.418 -1.466
H 3.161 0.997 2.128
H -2.949 6.405 -1.454
H 1.088 -3.154 3.645
H 3.107 0.616 5.006
H -3.694 -4.348 3.219
H 3.470 -3.749 1.294
H 5.094 -5.645 -3.562
H -1.256 4.653 -1.234
H 1.795 0.196 0.229
H 4.986 -2.487 -6.450
H -2.141 -4.756 1.331
H 2.337 -7.929 3.677
H -2.857 -3.302 5.293
H -0.462 -2.731 5.518
H -6.395 3.617 -3.595
H 0.275 4.398 3.406
H 5.237 -5.020 2.471
H -1.598 -0.143 2.802
H 1.783 1.652 5.551
H -5.264 1.300 -3.599
H -5.965 3.726 -0.021
H -6.052 3.470 -5.317
H -5.304 5.959 -0.825
H 2.976 2.261 4.389
H 1.613 -2.270 1.448
H 4.674 -7.129 3.633
H 2.641 4.969 2.943
H -3.127 0.160 -3.079
H -3.703 -0.419 0.567
H -5.392 1.399 0.487
H 2.111 2.158 -3.145
H -0.229 0.650 4.711
H -3.140 4.898 -4.483
H -0.997 3.753 -3.967
H -5.550 4.923 -4.448
H 0.562 -6.632 2.541
H -1.070 3.232 1.724

Output
LUMO level: 0.06 eV
Spin multiplicity: 1
Maximum force: 1.0 eV/Å
Gap between HOMO and LUMO: 0.262 hartree
Energy above the lowest of the compared OMol25 structures with the same formula, charge and spin: 92.1 kJ/mol

=====

Record 3
Here is a structure of composition C52H41IrN4O7P2 from the OMol25 dataset. Energies are from wB97M-V/def2-TZVPD.

Geometry (Å):
Ir 0.042 0.650 -0.376
P 1.164 -1.270 -0.559
P -1.913 -0.442 -0.770
O 4.029 5.830 -4.525
O 0.328 2.995 -5.713
O 1.816 1.388 0.389
O 3.993 1.526 0.008
O 5.030 5.540 -2.637
O 0.610 1.150 -2.272
O -0.912 2.412 -4.053
N 4.178 5.271 -3.459
N -0.967 -2.833 -1.664
N -0.762 0.652 1.546
N 0.157 2.745 -4.540
C -2.651 -3.063 2.298
C 3.833 -2.004 -0.738
C 5.077 -2.084 -1.342
C 0.746 3.881 2.007
C 4.332 -0.619 -3.088
C 2.852 1.712 -0.352
C -1.275 -4.202 -1.566
C -1.766 -0.355 2.014
C 3.439 3.443 -1.977
C -1.790 2.592 4.195
C -2.534 -4.697 -1.926
C -2.174 -1.204 0.834
C 0.203 1.265 4.539
C 0.394 -2.394 -1.814
C 1.010 -3.710 2.714
C -0.734 1.845 3.685
C -0.631 -6.458 -0.968
C -0.520 1.720 2.227
C -1.966 -1.836 -1.969
C 3.244 4.185 -3.129
C -2.021 -2.404 3.374
C -0.648 3.104 0.197
C 0.597 5.134 -0.051
C 2.193 3.927 -3.981
C 2.827 -1.208 -1.297
C -5.716 1.004 -1.051
C -5.554 2.079 -1.917
C -4.300 2.396 -2.416
C 1.387 -1.990 1.077
C -2.830 -6.044 -1.785
C 3.083 -0.537 -2.494
C -0.324 -5.113 -1.089
C -4.621 0.240 -0.683
C -1.933 2.723 5.568
C -0.114 2.923 1.478
C 2.550 2.441 -1.638
C -1.005 2.144 6.422
C -2.658 -2.466 1.026
C 1.299 2.933 -3.633
C 1.435 2.154 -2.465
C -0.286 4.204 -0.571
C 0.774 -3.180 1.452
C -1.887 -6.937 -1.304
C -3.196 1.642 -2.043
C 0.066 1.424 5.910
C 1.107 4.972 1.236
C 2.428 -1.838 3.237
C 1.832 -3.040 3.604
C -3.357 0.562 -1.177
C 5.333 -1.383 -2.510
C 2.216 -1.309 1.976
C -1.520 -1.151 3.254
H -1.918 -2.919 4.320
H 0.128 -7.136 -0.599
H 0.485 -1.762 -2.714
H -2.214 1.878 -2.446
H -2.642 0.286 2.248
H -3.810 -6.396 -2.079
H 0.125 -3.708 0.765
H -6.697 0.762 -0.665
H -3.050 -4.059 2.424
H 4.519 -0.080 -4.007
H 2.301 0.037 -2.971
H 0.546 -4.646 2.996
H -4.176 3.223 -3.102
H 1.160 3.746 2.997
H 0.663 -4.785 -0.798
H -2.495 3.066 3.523
H 5.851 -2.692 -0.893
H -4.749 -0.599 -0.008
H -0.717 4.337 -1.556
H -6.414 2.669 -2.205
H -2.762 3.289 5.971
H 0.796 0.986 6.577
H 1.029 0.696 4.125
H 6.309 -1.438 -2.972
H -3.289 -4.054 -2.353
H 4.292 3.635 -1.341
H -1.063 -0.662 4.103
H -1.456 2.462 -0.158
H 3.082 -1.321 3.927
H 1.075 -3.226 -1.971
H -2.971 -2.245 -1.933
H 2.018 -3.457 4.586
H 2.696 -0.380 1.686
H 0.880 5.999 -0.635
H -2.122 -7.987 -1.204
H 1.798 5.703 1.633
H -1.836 -1.399 -2.969
H 2.058 4.492 -4.891
H -3.016 -3.056 0.190
H -1.111 2.261 7.492
H 3.660 -2.550 0.176

Output
LUMO level (alpha / beta): -3.24 / -4.01 eV
Spin multiplicity: 2
Maximum force: 0.7 eV/Å
Gap between HOMO and LUMO (alpha / beta): 0.265 / 0.242 hartree
Charge: +1
Expectation value of S²: 0.790
Energy above the lowest of the compared OMol25 structures with the same formula, charge and spin: 0.0 kJ/mol

=====

Record 4
Here is a structure of composition C52H41O3PS2Sn from the OMol25 dataset. Energies are from wB97M-V/def2-TZVPD.

Geometry (Å):
Sn 1.558 -0.981 1.646
S -0.713 2.101 -0.197
S -0.809 -1.918 -0.812
P 3.777 0.199 -1.026
O 2.780 -0.370 0.006
O 0.091 -1.907 0.471
O -1.404 1.329 -1.251
C -1.557 0.048 1.687
C 5.440 -0.281 -0.574
C -1.396 -0.537 2.990
C -2.627 -0.571 0.827
C -4.006 4.360 0.464
C 6.512 0.587 -0.771
C 0.196 1.217 3.599
C -3.479 5.535 1.001
C -1.526 -7.714 -2.340
C -2.099 5.633 1.174
C 1.695 -0.933 -4.297
C -1.264 4.588 0.812
C -2.422 -1.549 -0.133
C -3.510 -2.160 -0.796
C 2.017 -0.511 -3.019
C -0.513 0.045 3.941
C -0.940 -5.335 -2.850
C -4.787 -1.780 -0.516
C -1.919 -2.271 4.596
C -4.242 0.919 1.996
C -1.334 -4.578 -0.201
C -1.819 3.428 0.291
C 7.793 0.176 -0.438
C 3.881 2.717 -2.186
C 3.677 1.989 -1.015
C 8.004 -1.093 0.084
C 6.933 -1.955 0.289
C -2.093 -1.713 3.361
C 3.442 2.646 0.190
C -5.045 -0.735 0.394
C 4.369 -0.743 -3.552
C -3.963 -0.147 1.101
C -1.323 -6.292 -1.906
C 0.070 1.750 2.347
C -0.756 -4.014 -2.483
C 3.358 -0.418 -2.648
C -6.356 -0.237 0.585
C -5.516 1.390 2.140
C -4.375 6.694 1.331
C -1.069 -1.671 5.547
C 3.568 4.756 -0.952
C 5.649 -1.552 -0.038
C 2.699 -1.261 -5.200
C -6.586 0.813 1.425
C 3.818 4.102 -2.150
C -0.969 -3.643 -1.160
C -0.808 1.178 1.381
C 3.392 4.029 0.219
C -0.392 -0.530 5.229
C -3.185 3.305 0.103
C 4.034 -1.169 -4.828
C -1.499 -5.897 -0.578
H 9.007 -1.411 0.339
H 3.316 2.067 1.096
H -7.167 -0.698 0.034
H -0.461 -3.267 -3.212
H 6.346 1.581 -1.170
H 0.249 -0.044 5.955
H 5.409 -0.665 -3.258
H -3.331 -2.938 -1.525
H -3.437 1.379 2.553
H 0.790 1.715 4.356
H -5.622 -2.260 -1.012
H 2.443 -1.587 -6.199
H -1.675 6.543 1.581
H -0.190 4.674 0.909
H -3.965 7.302 2.136
H -5.372 6.360 1.616
H 1.237 -0.249 -2.312
H -2.300 -7.769 -3.108
H -1.484 -4.268 0.827
H 0.657 -0.993 -4.600
H -5.711 2.213 2.816
H 3.238 4.548 1.158
H -1.816 -8.359 -1.513
H 7.105 -2.943 0.695
H -4.485 7.334 0.452
H -7.586 1.206 1.547
H 3.974 4.674 -3.056
H 3.521 5.837 -0.928
H -1.779 -6.634 0.164
H -2.778 -2.166 2.657
H -2.441 -3.183 4.856
H -0.790 -5.637 -3.879
H -0.972 -2.107 6.533
H 4.813 -1.421 -5.535
H 0.550 2.691 2.100
H 8.630 0.845 -0.588
H -0.608 -8.103 -2.782
H -3.588 2.403 -0.343
H -5.076 4.273 0.317
H 4.808 -2.215 0.125
H 4.090 2.204 -3.117

Output
LUMO level: -5.91 eV
Spin multiplicity: 1
Maximum force: 0.9 eV/Å
Gap between HOMO and LUMO: 0.252 hartree
Charge: +2
Energy above the lowest of the compared OMol25 structures with the same formula, charge and spin: 0.0 kJ/mol